1.
{
  "formula": "C23H28Cl6CrO",
  "method": "wB97M-V/def2-TZVPD",
  "species": ["Cr", "C", "C", "C", "C", "C", "C", "C", "C", "C", "C", "C", "C", "H", "H", "H", "H", "H", "H", "H", "H", "H", "H", "H", "H", "H", "H", "H", "H", "H", "H", "Cl", "C", "C", "C", "Cl", "C", "Cl", "C", "Cl", "C", "Cl", "Cl", "C", "H", "H", "C", "C", "C", "O", "C", "H", "H", "H", "H", "H", "H", "H", "H"],
  "xyz": [[0.1966, -0.3445, 0.2908], [3.4316, 0.2864, -2.3328], [2.4506, 0.9943, -1.4455], [2.6047, 0.9601, -0.0476], [3.8604, 0.3477, 0.5097], [1.7025, 1.6709, 0.7757], [1.9249, 1.7152, 2.2726], [0.7667, 2.5436, 0.1785], [0.0353, 3.5341, 1.0511], [0.6303, 2.5817, -1.2193], [-0.3065, 3.5664, -1.8632], [1.4416, 1.7715, -2.0279], [1.3219, 1.7571, -3.5247], [2.9346, -0.2428, -3.1403], [4.0372, -0.4302, -1.7940], [4.1009, 1.0168, -2.7864], [3.8608, -0.7343, 0.4022], [4.0148, 0.6029, 1.5503], [4.7083, 0.7426, -0.0472], [2.6525, 2.4898, 2.5189], [2.3061, 0.7653, 2.6376], [1.0095, 1.9344, 2.8157], [-0.9313, 3.1557, 1.3865], [-0.1243, 4.4673, 0.5230], [0.6244, 3.7735, 1.9293], [0.2673, 4.4068, -2.2540], [-1.0457, 3.9542, -1.1713], [-0.8428, 3.1250, -2.6972], [1.2324, 0.7297, -3.8761], [2.2154, 2.1800, -3.9797], [0.4701, 2.3130, -3.8962], [-1.1643, 0.4108, 2.1344], [-0.2378, -0.8304, 2.8797], [0.7265, -1.2860, 1.9966], [1.5087, -2.3340, 2.4590], [2.6909, -2.9998, 1.4119], [1.3293, -2.8746, 3.7374], [2.3021, -4.1865, 4.2626], [0.3430, -2.3646, 4.5870], [0.1243, -2.9975, 6.1594], [-0.4791, -1.3183, 4.1464], [-1.7437, -0.7031, 5.1253], [0.9354, -1.7684, -1.3384], [-0.3478, -2.2287, -0.2968], [-0.0580, -3.1083, 0.2765], [-1.2409, -2.4388, -0.8811], [-3.7284, 1.2396, -1.6033], [-2.9815, 1.0032, -2.9130], [-1.8880, 0.0426, -2.4623], [-1.4984, 0.4797, -1.1555], [-2.6091, 1.1777, -0.5624], [-4.4499, 0.4414, -1.4377], [-4.2567, 2.1895, -1.5813], [-2.5603, 1.9374, -3.2803], [-3.6117, 0.5754, -3.6875], [-1.0040, 0.0444, -3.0998], [-2.2915, -0.9754, -2.3964], [-2.2589, 2.1748, -0.2870], [-2.9305, 0.6529, 0.3398]],
  "mulliken_charge": [-0.71, -2.13, 1.15, 1.99, -2.57, 0.21, -2.61, 0.90, -2.25, 1.88, -2.59, 0.83, -2.33, 0.47, 0.44, 0.43, 0.36, 0.40, 0.52, 0.53, 0.50, 0.59, 0.28, 0.42, 0.53, 0.45, 0.48, 0.20, 0.44, 0.47, 0.42, -0.32, 1.64, -1.46, 1.27, -0.15, -0.15, -0.16, 0.73, -0.16, -0.42, -0.18, -0.14, -0.69, 0.68, 0.40, -0.77, -0.52, -0.67, 0.67, -0.60, 0.32, 0.36, 0.16, 0.45, 0.13, 0.41, 0.14, 0.36],
  "max_force_ev_per_a": 1.7,
  "total_charge": 1,
  "energy_ev": -129900.9329,
  "homo_energy_ev": [-11.589, -11.619],
  "spin_multiplicity": 2,
  "de_lowest_kcal_mol": 8.9
}


2.
{
  "formula": "C4H6O2",
  "method": "wB97M-V/def2-TZVPD",
  "species": ["O", "C", "O", "C", "C", "C", "H", "H", "H", "H", "H", "H"],
  "xyz": [[2.3494, -0.4765, 1.0638], [1.9845, 0.1142, 0.0929], [0.8008, -0.0050, -0.5296], [-0.1893, -0.7896, 0.0437], [-1.3048, -1.0186, -0.6683], [-0.6930, 1.4659, 0.7762], [2.6212, 0.8363, -0.4103], [0.0610, -1.2529, 0.9942], [-1.4395, -0.6298, -1.6771], [-2.0589, -1.7033, -0.2867], [-0.3274, 2.2259, 0.0603], [-1.7697, 1.3378, 0.5357]],
  "mulliken_charge": [-0.46, 0.17, -0.27, -0.02, -0.67, -0.37, 0.39, 0.33, 0.28, 0.26, 0.18, 0.20],
  "max_force_ev_per_a": 0.9,
  "energy_ev": -8334.5476,
  "homo_energy_ev": -9.218,
  "de_lowest_kcal_mol": 136.4
}


3.
{
  "formula": "C6H8NO",
  "method": "wB97M-V/def2-TZVPD",
  "species": ["C", "C", "C", "C", "C", "C", "N", "O", "H", "H", "H", "H", "H", "H", "H", "H"],
  "xyz": [[-2.4803, -0.9699, -0.0002], [-1.1691, -1.0302, 0.0622], [2.1154, 0.7740, -0.0652], [2.2918, -0.6798, 0.1796], [1.0287, -0.1593, -0.3975], [-0.2013, -0.1328, 0.2932], [-2.5646, 1.4758, 0.0929], [-3.1720, 0.2017, -0.1629], [-3.1791, -1.7399, 0.1033], [2.0146, 1.2857, 0.8038], [2.6352, 1.2191, -0.7642], [2.8837, -1.1869, -0.4888], [2.1847, -1.0213, 1.1754], [0.8861, -0.3281, -1.4480], [-0.2242, 0.2601, 1.2838], [-3.0494, 2.0316, -0.6675]],
  "mulliken_charge": [-0.21, -0.76, -0.88, -0.61, 0.22, -0.03, -0.60, -0.28, 0.41, 0.30, 0.36, 0.29, 0.30, 0.32, 0.14, 0.04],
  "max_force_ev_per_a": 4.9,
  "total_charge": -1,
  "energy_ev": -9882.9560,
  "homo_energy_ev": [-1.490, -1.487],
  "de_lowest_kcal_mol": 78.7
}


4.
{
  "formula": "C3H7NO3",
  "method": "wB97M-V/def2-TZVPD",
  "species": ["O", "C", "N", "C", "O", "C", "H", "H", "H", "H", "H", "H", "H", "O"],
  "xyz": [[-0.4499, -0.0222, 1.6810], [-0.5932, 0.1728, 0.5051], [0.3267, 0.8497, -0.2945], [0.1787, 1.2732, -1.6079], [-0.6593, 0.8758, -2.3657], [-1.7778, -0.5771, -0.2006], [0.9581, 1.3644, 0.3079], [0.9079, 2.0661, -1.7613], [-1.3922, -1.1772, -1.0208], [-2.4874, 0.1404, -0.6028], [-2.0454, -1.2415, 0.6201], [1.7109, -2.4143, 2.0817], [2.3244, -1.8268, 0.9393], [2.4868, -1.8820, 1.8834]],
  "mulliken_charge": [-0.53, 0.49, -0.11, 0.07, -0.48, -0.97, 0.27, 0.33, 0.31, 0.31, 0.32, 0.31, 0.30, -0.62],
  "max_force_ev_per_a": 3.3,
  "energy_ev": -10857.1030,
  "homo_energy_ev": -10.410,
  "de_lowest_kcal_mol": 29.2
}


5.
{
  "formula": "C5H10O",
  "method": "wB97M-V/def2-TZVPD",
  "species": ["C", "C", "C", "C", "C", "O", "H", "H", "H", "H", "H", "H", "H", "H", "H", "H"],
  "xyz": [[-1.6206, -0.5063, 0.3693], [-0.8500, 0.4472, -0.5150], [0.0068, 1.5479, 0.0346], [0.6435, 0.4073, -0.7210], [1.5915, -0.5330, 0.0112], [1.2436, -1.9053, -0.0181], [-1.8538, -1.4330, -0.1676], [-1.0737, -0.7654, 1.2839], [-2.5692, -0.0543, 0.6819], [-1.3993, 0.7128, -1.4174], [-0.0376, 2.5378, -0.4097], [0.1721, 1.5502, 1.1117], [0.9460, 0.6258, -1.7431], [2.5712, -0.4727, -0.4734], [1.7344, -0.1928, 1.0475], [0.5695, -2.0461, 0.6559]],
  "mulliken_charge": [-1.53, 0.37, -0.79, 0.16, -0.85, -0.52, 0.32, 0.33, 0.36, 0.33, 0.28, 0.24, 0.34, 0.36, 0.30, 0.30],
  "max_force_ev_per_a": 0.4,
  "energy_ev": -7393.5218,
  "homo_energy_ev": -10.096,
  "de_lowest_kcal_mol": 28.7
}


6.
{
  "formula": "C2H2BrN",
  "method": "wB97M-V/def2-TZVPD",
  "species": ["C", "C", "N", "Br", "H", "H"],
  "xyz": [[-1.0926, -1.3730, 0.0738], [0.8886, 1.3791, 0.5114], [-1.0857, -0.2421, 0.0662], [2.3396, 1.0496, -0.6019], [-1.2165, -2.5090, 0.0950], [0.1667, 1.6955, -0.1445]],
  "mulliken_charge": [0.10, -0.18, -0.34, -0.02, 0.25, 0.19],
  "max_force_ev_per_a": 4.3,
  "energy_ev": -73634.0639,
  "homo_energy_ev": -8.804,
  "de_lowest_kcal_mol": 94.7
}